[1]
The following is a quantum chemistry calculation of a 2-piece molecular cluster, C8H20O2 overall, from the Open Molecules 2025 dataset.

gap between HOMO and LUMO	10.7136	eV
SMILES string	CC[C@H](C)O.CC[C@H](C)O
energy relative to the best compared isomer or geometry (same formula, charge and spin)	34.6	kcal/mol

ORCA input file:
```
! RIJCOSX wB97M-V def2-TZVPD def2/J DEFGRID3
* xyz 0 1
C -0.941 4.115 1.559
C 0.127 3.071 1.095
C 0.767 2.263 2.318
C 1.611 1.145 1.887
O -0.388 1.721 2.934
H -1.373 4.426 0.592
H -0.623 5.017 2.108
H -1.723 3.603 2.145
H -0.293 2.314 0.404
H 0.979 3.558 0.583
H 1.204 3.034 2.986
H 1.201 0.635 1.000
H 1.840 0.386 2.655
H 2.550 1.649 1.600
H -1.011 1.358 2.271
C 1.239 -3.504 -1.663
C -0.309 -3.524 -1.843
C -0.924 -2.140 -2.109
C -0.660 -1.078 -1.025
O -2.312 -2.286 -2.339
H 1.596 -4.477 -2.041
H 1.611 -3.369 -0.633
H 1.660 -2.705 -2.296
H -0.494 -4.121 -2.757
H -0.841 -4.017 -1.006
H -0.461 -1.708 -3.019
H -1.089 -0.094 -1.281
H 0.439 -1.004 -1.066
H -0.958 -1.334 0.005
H -2.422 -2.934 -3.066
*
```

***

[2]
The following is a quantum chemistry calculation of C46H57FeN4O2S2SbSi4Te as an isolated structure, from the Open Molecules 2025 dataset.

gap between HOMO and LUMO (alpha / beta)	6.9045 / 4.9258	eV
energy relative to the best compared isomer or geometry (same formula, charge and spin)	27.4	kcal/mol

ORCA input file:
```
! RIJCOSX wB97M-V def2-TZVPD def2/J DEFGRID3
* xyz 1 2
Fe 0.056 0.119 1.337
O 0.452 3.216 7.152
C 0.332 1.976 7.179
O 0.435 1.133 8.077
C 0.113 1.386 5.781
C -0.669 2.071 4.855
C -0.769 1.587 3.573
N -0.120 0.482 3.205
C 0.634 -0.197 4.069
C 0.746 0.212 5.383
C 1.336 -1.336 3.426
C 1.995 -2.318 4.138
C 2.663 -3.318 3.446
C 2.663 -3.288 2.067
C 1.954 -2.288 1.420
N 1.283 -1.338 2.076
C -1.547 2.187 2.456
C -2.480 3.190 2.647
C -3.267 3.590 1.579
C -3.103 2.958 0.361
C -2.132 1.977 0.244
N -1.342 1.613 1.257
H -1.103 3.016 5.154
H 1.337 -0.328 6.112
H 1.980 -2.294 5.219
H 3.172 -4.109 3.983
H 3.187 -4.031 1.482
H 1.918 -2.239 0.341
H -2.599 3.626 3.629
H -4.014 4.363 1.706
H -3.709 3.213 -0.498
H -1.969 1.468 -0.697
S 2.166 1.431 1.232
C 2.453 2.967 1.880
N 3.453 3.721 1.456
C 3.482 5.105 1.930
C 2.801 5.067 3.289
S 1.573 3.727 3.156
H 4.004 3.408 0.670
H 2.934 5.738 1.229
H 4.507 5.461 2.001
H 2.295 5.998 3.530
H 3.490 4.810 4.091
C 4.525 0.729 -2.117
Si 3.505 0.019 -3.514
C 4.145 0.605 -5.161
C 3.525 -1.841 -3.387
Si 1.297 0.722 -3.279
Te 0.554 -0.073 -1.024
Si -0.253 -0.119 -4.806
C -0.282 -1.988 -4.711
C 0.273 0.457 -6.495
C -1.928 0.593 -4.372
Si 1.131 3.049 -3.261
C -0.548 3.644 -2.712
C 2.377 3.674 -2.001
C 1.538 3.714 -4.958
H 5.382 0.080 -1.916
H 3.933 0.793 -1.199
H 4.901 1.725 -2.360
H 5.147 0.200 -5.329
H 4.215 1.695 -5.196
H 3.509 0.278 -5.988
H 4.548 -2.203 -3.260
H 3.103 -2.315 -4.277
H 2.940 -2.167 -2.522
H 0.466 -2.423 -5.378
H -1.260 -2.385 -4.997
H -0.059 -2.335 -3.698
H 1.252 0.061 -6.772
H 0.322 1.546 -6.546
H -0.451 0.117 -7.241
H -2.036 0.755 -3.296
H -2.729 -0.080 -4.688
H -2.083 1.551 -4.875
H -0.664 3.509 -1.634
H -1.366 3.123 -3.211
H -0.642 4.711 -2.933
H 2.387 3.003 -1.137
H 2.107 4.677 -1.654
H 3.387 3.716 -2.417
H 0.651 3.729 -5.596
H 2.305 3.126 -5.466
H 1.903 4.742 -4.874
C -5.562 -1.887 -2.039
C -4.279 -1.720 -2.541
C -3.203 -1.592 -1.674
C -3.403 -1.649 -0.296
C -4.696 -1.787 0.205
C -5.771 -1.910 -0.668
Sb -1.764 -1.623 1.047
C -2.716 -2.299 2.822
C -3.396 -3.521 2.846
C -3.945 -3.993 4.028
C -3.828 -3.251 5.198
C -3.172 -2.030 5.184
C -2.619 -1.556 3.999
C -0.861 -3.477 0.487
C -0.484 -3.714 -0.833
C 0.132 -4.905 -1.194
C 0.381 -5.877 -0.233
C 0.014 -5.649 1.086
C -0.602 -4.456 1.445
H -6.398 -1.996 -2.717
H -4.114 -1.696 -3.611
H -2.210 -1.447 -2.086
H -4.876 -1.807 1.273
H -6.771 -2.030 -0.273
H -3.498 -4.107 1.940
H -4.462 -4.944 4.038
H -4.252 -3.626 6.121
H -3.085 -1.445 6.090
H -2.118 -0.599 4.004
H -0.660 -2.970 -1.600
H 0.409 -5.076 -2.227
H 0.855 -6.808 -0.512
H 0.207 -6.402 1.841
H -0.869 -4.294 2.483
*
```

***

[3]
The following is a quantum chemistry calculation of a 2-piece molecular cluster, C9H14 overall, from the Open Molecules 2025 dataset.

gap between HOMO and LUMO	10.0209	eV
SMILES string	Cc1ccccc1.CC
energy relative to the best compared isomer or geometry (same formula, charge and spin)	15.6	kcal/mol

ORCA input file:
```
! RIJCOSX wB97M-V def2-TZVPD def2/J DEFGRID3
* xyz 0 1
C 0.504 1.719 -0.714
C 0.637 0.209 -0.751
C 0.033 -0.484 -1.790
C 0.099 -1.874 -1.830
C 0.866 -2.581 -0.935
C 1.631 -1.841 -0.007
C 1.523 -0.465 0.092
H -0.472 2.188 -0.710
H 1.155 2.121 -1.487
H 0.982 2.014 0.230
H -0.361 0.134 -2.586
H -0.503 -2.356 -2.594
H 1.019 -3.648 -0.894
H 2.085 -2.402 0.803
H 2.189 0.069 0.759
C -2.771 1.498 2.322
C -1.467 2.306 2.357
H -3.039 1.322 1.284
H -2.582 0.545 2.819
H -3.505 1.966 2.978
H -0.628 1.726 1.972
H -1.316 2.672 3.371
H -1.507 3.156 1.668
*
```

***

[4]
The following is a quantum chemistry calculation of a 2-piece molecular cluster, CHF2NO2S overall, from the Open Molecules 2025 dataset.

gap between HOMO and LUMO	10.7508	eV
energy relative to the best compared isomer or geometry (same formula, charge and spin)	12.6	kcal/mol

ORCA input file:
```
! RIJCOSX wB97M-V def2-TZVPD def2/J DEFGRID3
* xyz 0 1
C -0.780 0.707 -1.486
N 0.029 0.267 -0.769
O -1.547 1.104 -2.260
O 1.239 -1.635 0.722
F -1.189 -0.976 1.227
F 0.808 0.671 1.439
S 0.521 -0.959 1.717
H 0.919 0.821 -0.591
*
```

***

[5]
The following is a quantum chemistry calculation of C21H31Cl5P2Pd as an isolated structure, from the Open Molecules 2025 dataset.

gap between HOMO and LUMO (alpha / beta)	4.3412 / 5.6542	eV
energy relative to the best compared isomer or geometry (same formula, charge and spin)	69.2	kcal/mol

ORCA input file:
```
! RIJCOSX wB97M-V def2-TZVPD def2/J DEFGRID3
* xyz 0 3
P -0.988 -0.909 -5.499
P -0.519 2.397 -3.472
C -1.239 0.825 -5.953
C -0.213 1.745 -5.300
H -2.268 1.182 -5.775
H -1.070 0.896 -7.038
H 0.798 1.331 -5.439
H -0.244 2.723 -5.813
C -1.595 3.698 -4.132
H -2.176 4.167 -3.318
H -2.243 3.246 -4.870
H -0.884 4.389 -4.550
C 1.176 3.045 -3.641
H 1.009 3.874 -4.339
H 1.890 2.343 -4.102
H 1.620 3.399 -2.701
C -2.428 -1.829 -6.080
H -2.415 -2.855 -5.709
H -2.413 -1.869 -7.173
H -3.390 -1.393 -5.794
C 0.283 -1.735 -6.513
H 1.080 -1.102 -6.884
H -0.103 -2.259 -7.384
H 0.761 -2.492 -5.896
Pd -1.360 2.969 -1.633
C 1.083 -0.858 -3.391
C -0.242 -1.391 -3.812
C -0.590 -2.742 -3.186
C 0.682 -3.403 -2.627
C 1.635 -4.009 -3.620
C 2.654 -3.464 -4.287
C 3.105 -2.058 -4.450
C 2.507 -0.985 -3.496
C -1.012 0.959 -0.926
H 0.880 -0.033 -2.686
H -0.914 -0.661 -3.290
H -1.156 -3.376 -3.871
H -1.241 -2.556 -2.320
H 1.228 -2.638 -2.072
H 0.395 -4.189 -1.914
H 1.444 -5.094 -3.792
H 3.269 -4.132 -4.886
H 2.931 -1.733 -5.489
H 4.190 -2.001 -4.276
H 2.823 -1.131 -2.433
H 2.993 -0.002 -3.742
H -0.910 1.093 0.151
H -0.241 0.255 -1.261
H -1.988 0.591 -1.238
Cl -3.477 3.293 0.144
C -2.052 3.728 0.979
C -0.874 3.627 0.312
C 0.312 3.855 0.956
Cl 1.784 3.376 0.263
C 0.301 4.432 2.252
Cl 1.722 5.016 2.938
C -0.896 4.467 2.970
Cl -0.925 4.923 4.610
C -2.085 4.063 2.333
Cl -3.523 3.914 3.215
*
```

***

[6]
The following is a quantum chemistry calculation of an isolated ion of composition C3H4NO2 and charge +1, from the Open Molecules 2025 dataset.

gap between HOMO and LUMO (alpha / beta)	8.4043 / 8.4068	eV
energy relative to the best compared isomer or geometry (same formula, charge and spin)	150.7	kcal/mol

ORCA input file:
```
! RIJCOSX wB97M-V def2-TZVPD def2/J DEFGRID3
* xyz 1 1
C 0.451 -0.938 -0.429
C -0.730 0.253 -0.537
C 0.028 1.212 0.135
N 0.684 -0.949 0.889
O 1.053 -1.413 -1.288
O 0.374 -1.295 1.957
H -0.874 0.324 -1.522
H -1.524 -0.319 0.161
H 0.513 1.872 -0.524
H 0.026 1.254 1.157
*
```

***

[7]
The following is a quantum chemistry calculation of an isolated ion of composition C27H47IN3O6 and charge +1, from the Open Molecules 2025 dataset.

gap between HOMO and LUMO	7.1383	eV
SMILES string	CCCCCCCCCCCCCc1nn(COCOCCO)c(=[N+]=C=O)c(I)c1COCCOCC

ORCA input file:
```
! RIJCOSX wB97M-V def2-TZVPD def2/J DEFGRID3
* xyz 1 1
C 3.781 1.641 0.886
C 3.662 1.216 -0.676
C 2.651 -0.057 -0.914
C 2.945 -0.816 -2.306
C 3.980 -2.052 -2.222
C 5.194 -1.881 -1.181
C 4.865 -2.239 0.356
C 3.772 -3.396 0.589
C 3.257 -3.302 2.149
C 1.923 -2.415 2.328
C 0.613 -2.985 1.577
C -0.587 -1.929 1.838
C -1.670 -1.870 0.603
C -2.886 -0.860 1.041
N -2.505 0.063 2.039
N -3.545 0.837 2.332
C -3.205 1.911 3.373
O -1.755 2.100 3.479
C -1.279 2.995 2.430
O -0.797 4.267 2.911
C 0.584 4.518 2.526
C 0.838 4.647 0.942
O 0.722 5.999 0.416
C -4.870 0.836 1.859
N -5.850 1.819 2.419
C -6.005 2.833 1.562
O -6.274 3.433 0.487
C -5.387 -0.142 0.772
I -7.407 -0.160 0.006
C -4.221 -1.079 0.304
C -4.436 -2.170 -0.854
O -4.657 -1.571 -2.169
C -3.886 -0.350 -2.342
C -3.777 -0.004 -3.945
O -2.740 1.005 -4.083
C -1.526 0.471 -4.672
C -0.467 -0.103 -3.583
H 2.702 1.549 1.320
H 4.135 2.731 0.998
H 4.436 0.869 1.427
H 3.141 2.118 -1.205
H 4.673 1.088 -1.208
H 1.597 0.435 -1.028
H 2.572 -0.741 0.008
H 1.926 -1.269 -2.650
H 3.207 -0.013 -3.086
H 3.383 -3.039 -2.108
H 4.472 -2.128 -3.279
H 6.036 -2.611 -1.528
H 5.680 -0.829 -1.209
H 4.619 -1.276 0.962
H 5.861 -2.631 0.823
H 2.812 -3.289 -0.045
H 4.236 -4.461 0.494
H 4.104 -2.762 2.741
H 3.125 -4.348 2.629
H 2.035 -1.310 2.024
H 1.683 -2.416 3.469
H 0.723 -3.125 0.442
H 0.351 -4.004 2.059
H -1.182 -2.279 2.777
H -0.088 -0.896 2.022
H -2.054 -2.963 0.504
H -1.101 -1.499 -0.322
H -3.675 1.650 4.406
H -3.625 2.945 3.087
H -2.086 3.216 1.615
H -0.448 2.402 1.864
H 1.300 3.738 3.006
H 0.871 5.538 3.002
H 0.173 3.951 0.292
H 1.934 4.294 0.746
H 1.246 5.971 -0.433
H -3.616 -2.964 -0.945
H -5.418 -2.752 -0.607
H -2.796 -0.467 -1.981
H -4.413 0.584 -1.881
H -3.604 -0.952 -4.585
H -4.783 0.513 -4.212
H -0.975 1.338 -5.222
H -1.702 -0.374 -5.442
H -0.897 -1.000 -3.000
H -0.100 0.742 -2.870
H 0.477 -0.483 -4.149
*
```

***

[8]
The following is a quantum chemistry calculation of C45H43IrN8O4S2Te as an isolated structure, from the Open Molecules 2025 dataset.

gap between HOMO and LUMO (alpha / beta)	6.4664 / 4.9776	eV
energy relative to the best compared isomer or geometry (same formula, charge and spin)	27.2	kcal/mol

ORCA input file:
```
! RIJCOSX wB97M-V def2-TZVPD def2/J DEFGRID3
* xyz 1 6
Ir 0.425 0.359 0.245
C 3.432 -4.338 1.245
C 2.248 -4.362 1.969
C 1.205 -3.517 1.644
C 1.331 -2.599 0.589
C 2.509 -2.620 -0.165
C 3.546 -3.474 0.166
N 0.332 -1.658 0.299
C -1.014 -2.034 0.470
C -1.478 -3.340 0.266
C -2.817 -3.655 0.448
C -3.735 -2.672 0.803
C -3.319 -1.365 0.979
C -1.973 -1.035 0.813
N -1.455 0.224 0.911
N -2.101 1.306 1.260
C -1.375 2.417 1.090
C -1.922 3.676 1.439
C -1.163 4.806 1.306
C 0.151 4.703 0.799
C 0.632 3.461 0.460
N -0.083 2.334 0.581
H 4.255 -4.984 1.518
H 2.139 -5.032 2.812
H 0.306 -3.515 2.242
H 2.590 -1.975 -1.027
H 4.452 -3.465 -0.428
H -0.775 -4.107 -0.031
H -3.145 -4.678 0.326
H -4.778 -2.925 0.936
H -4.011 -0.575 1.239
H -2.929 3.692 1.829
H -1.557 5.772 1.593
H 0.774 5.577 0.681
H 1.632 3.340 0.060
O -3.506 0.746 -2.126
C -2.603 1.567 -2.040
O -1.363 1.347 -1.803
C -2.899 3.082 -2.297
N -1.587 3.761 -2.079
C -1.178 4.438 -3.336
C -1.886 3.623 -4.413
C -3.247 3.328 -3.769
H -3.669 3.427 -1.611
H -1.012 2.844 -1.888
H -1.547 4.364 -1.259
H -0.093 4.447 -3.428
H -1.547 5.463 -3.329
H -1.345 2.695 -4.608
H -1.976 4.175 -5.345
H -3.740 2.458 -4.196
H -3.910 4.188 -3.872
N -1.008 3.114 8.111
C -0.751 1.999 7.365
C -1.621 1.616 6.331
C -1.337 0.517 5.553
C -0.188 -0.225 5.800
C 0.689 0.139 6.813
C 0.410 1.243 7.592
S 0.217 -1.536 4.694
O -0.951 -2.306 4.400
O 1.400 -2.211 5.165
N 0.560 -0.682 3.302
C 1.703 -0.095 3.108
S 3.145 -0.194 4.158
C 3.892 0.993 3.181
C 3.087 1.364 2.133
N 1.894 0.761 2.073
H -1.918 3.536 8.063
H -0.478 3.278 8.947
H -2.518 2.196 6.151
H -2.000 0.203 4.756
H 1.568 -0.463 6.996
H 1.087 1.533 8.385
H 4.876 1.365 3.414
H 3.342 2.086 1.372
C -2.133 -3.241 -3.646
Te -1.628 -1.416 -2.615
C 0.352 -2.090 -3.116
C 0.217 -2.912 -4.368
C 1.277 -3.109 -5.241
C 1.106 -3.899 -6.369
C -0.124 -4.487 -6.623
C -1.184 -4.293 -5.750
C -1.020 -3.499 -4.624
H -3.105 -3.165 -4.129
H -2.195 -4.034 -2.894
H 0.696 -2.713 -2.285
H 1.038 -1.252 -3.222
H 2.236 -2.647 -5.038
H 1.933 -4.053 -7.049
H -0.259 -5.105 -7.501
H -2.144 -4.753 -5.951
C 3.983 0.894 -3.124
C 4.286 0.426 -1.854
C 3.293 0.318 -0.888
C 1.959 0.658 -1.158
C 1.685 1.136 -2.444
C 2.678 1.253 -3.414
H 4.758 0.977 -3.875
H 5.300 0.131 -1.608
H 3.577 -0.070 0.082
H 0.670 1.397 -2.720
H 2.423 1.613 -4.405
*
```

***

Values for E_tot, eV, ordered as above
-12714.4843, -160080.1273, -9559.5048, -22907.2237, -106940.9216, -8746.4533, -53597.9268, -99267.6027
Values for strongest force on any atom, eV Å⁻¹, ordered as above
3.8, 1.9, 2.0, 4.9, 4.0, 6.6, 8.8, 1.9